[1]
{"formula": "C19H47B2FN4O5S", "method": "wB97M-V/def2-TZVPD", "total_charge": 0, "energy_ha": -1895.0052, "fmax_ha_per_bohr": 0.1574, "molar_mass_g_mol": 484.297, "elements": ["C", "B", "O", "C", "O", "S", "O", "O", "C", "N", "C", "B", "N", "O", "C", "C", "C", "F", "H", "H", "H", "H", "H", "H", "H", "H", "H", "H", "H", "H", "H", "H", "H", "H", "H", "C", "C", "N", "C", "C", "C", "C", "H", "H", "H", "H", "H", "H", "H", "H", "H", "H", "H", "H", "H", "H", "H", "C", "C", "N", "C", "C", "C", "C", "H", "H", "H", "H", "H", "H", "H", "H", "H", "H", "H", "H", "H", "H", "H"], "xyz": [[-6.02581, -5.20691, 3.38585], [-6.59111, -3.94232, 4.27139], [-7.73626, -4.20909, 5.21216], [-6.02573, -2.39728, 4.25325], [-7.05930, -1.52247, 4.84294], [-6.44829, 0.01686, 5.24528], [-7.70996, 0.94471, 5.44147], [-5.63737, 0.08074, 6.56117], [-5.50037, 0.71983, 3.74243], [-6.56298, 1.25448, 2.81091], [-4.57866, -0.49218, 3.13651], [-3.59356, -0.03245, 1.87527], [-2.10256, -0.44840, 1.90219], [-4.02632, 0.72196, 0.68372], [-5.42325, -1.88928, 2.81869], [-6.50521, -1.75673, 1.60073], [-6.18890, -2.95167, 0.47373], [-7.92932, -1.81583, 2.00075], [-6.02826, -6.18751, 4.05445], [-4.96701, -5.04285, 2.90997], [-6.84466, -5.41321, 2.54220], [-7.46369, -3.96840, 6.15722], [-5.11216, -2.37467, 5.02191], [-4.85627, 1.64910, 4.11634], [-6.18972, 1.54825, 1.88237], [-7.39688, 0.63069, 2.73635], [-3.82409, -0.79511, 4.01142], [-1.76989, -0.18826, 2.85659], [-2.13902, -1.49457, 1.76809], [-3.26977, 0.91060, 0.05460], [-4.59492, -2.68164, 2.48813], [-6.37950, -0.74001, 0.98742], [-7.13632, -3.26378, -0.13871], [-5.36674, -2.48172, -0.25068], [-5.69457, -3.90299, 0.94258], [0.85797, 0.73599, 0.37790], [1.82219, 0.09524, -0.61613], [1.15475, -0.71652, -1.63441], [2.06591, -1.59418, -2.37406], [3.14757, -0.93367, -3.22185], [0.14256, -0.03797, -2.44785], [0.56604, 1.21423, -3.20789], [0.19488, -0.01223, 0.82459], [1.42008, 1.21101, 1.18884], [0.24374, 1.50992, -0.09204], [2.49430, -0.54852, -0.03417], [2.44866, 0.87517, -1.06374], [1.48384, -2.27336, -3.00983], [2.56286, -2.25268, -1.64906], [2.73309, -0.47457, -4.12053], [3.86589, -1.69123, -3.55507], [3.70852, -0.17762, -2.66563], [-0.69462, 0.23272, -1.79303], [-0.29400, -0.74911, -3.15897], [1.10093, 1.92758, -2.57498], [-0.32284, 1.72633, -3.59141], [1.19126, 0.97570, -4.06964], [9.73373, 3.47698, -2.39230], [8.73530, 2.51155, -3.02432], [7.63328, 2.14723, -2.13318], [6.86861, 0.98432, -2.59199], [6.11700, 1.11133, -3.91257], [6.83155, 3.25305, -1.60306], [6.18423, 4.20356, -2.60431], [10.09631, 3.09824, -1.43097], [10.59992, 3.60106, -3.05074], [9.29761, 4.46792, -2.23445], [9.29503, 1.60407, -3.28510], [8.37265, 2.93530, -3.96774], [6.16104, 0.68025, -1.81022], [7.56262, 0.13773, -2.68065], [5.23856, 1.75133, -3.81812], [5.75831, 0.12463, -4.22670], [6.75014, 1.49700, -4.71636], [7.46980, 3.84787, -0.93840], [6.05248, 2.85717, -0.94100], [6.88955, 4.55978, -3.36007], [5.80361, 5.08488, -2.07720], [5.33350, 3.74458, -3.11028]], "forces_ev_per_angstrom": [[-0.5628, -0.5610, -0.0973], [-1.9524, -0.7371, 1.4887], [3.6205, 0.4950, -0.3357], [1.5193, -0.5355, 0.0952], [2.2284, 1.9658, -0.4650], [-3.8356, 4.7634, 5.3023], [4.4406, -4.1106, -1.5907], [-1.4735, -1.5194, -4.9820], [0.0560, -0.2041, -1.5039], [0.5928, -0.7793, 0.5289], [0.2423, 0.0312, 0.8230], [0.5939, 0.8027, -1.8817], [-2.3317, -0.0291, 0.3661], [1.3885, -1.4847, 2.0800], [0.3189, 0.6182, 0.6205], [0.2967, -0.4307, -1.9593], [0.4977, 0.5327, 0.0910], [2.8915, -0.0195, -0.2976], [0.0930, 2.1037, -1.3888], [-2.1175, -0.3897, 0.8030], [1.8465, 0.4343, 1.6036], [-0.8166, -0.0307, -2.0243], [-1.5779, -0.1803, -1.5969], [-1.3556, -2.3094, -0.3826], [-0.2505, -0.6562, 1.1645], [1.1175, 0.7273, -0.0182], [-1.5452, 0.5899, -1.7939], [-0.0572, -0.9621, -0.9297], [0.5909, 1.3416, 0.5643], [-1.0524, -0.5184, 1.3220], [-1.9124, 1.6094, 0.7512], [-0.3523, -2.1752, 1.7561], [1.8161, 0.8028, 1.2291], [-1.8678, -1.0304, 1.4292], [-1.1511, 1.8139, -0.7371], [-0.0419, -0.0572, -0.0241], [-0.2239, -0.0495, 0.0278], [-0.0088, -0.3562, -0.2078], [-0.0286, -0.1280, 0.2763], [0.1894, -0.0331, -0.2252], [-0.1011, 0.0246, 0.3625], [-0.0256, 0.2115, -0.2524], [0.0734, 0.1572, -0.1780], [-0.0181, -0.0158, -0.1445], [-0.0006, -0.0705, 0.0682], [-0.0569, -0.0966, -0.3186], [0.1290, 0.1323, 0.0069], [-0.1155, 0.2203, 0.1016], [-0.1059, 0.1765, 0.0692], [0.0679, 0.0684, 0.0671], [-0.0645, 0.0715, 0.0514], [-0.0889, -0.0501, -0.0449], [0.1355, -0.0155, 0.0875], [0.2643, -0.1121, 0.1396], [-0.0169, -0.0873, -0.0247], [0.0712, -0.0396, 0.0394], [0.0366, 0.0806, 0.1035], [-0.0427, 0.1063, 0.0381], [-0.0053, 0.0051, 0.2731], [-0.2421, -0.3222, 0.1317], [0.2966, -0.0917, 0.0799], [-0.2251, -0.1258, -0.2205], [0.3806, 0.0977, 0.1403], [-0.2444, 0.2051, -0.0922], [-0.1248, 0.0276, -0.1118], [-0.1474, -0.0100, 0.0480], [0.0638, -0.0869, 0.0265], [-0.3284, -0.0417, 0.0737], [0.0458, 0.0735, -0.1543], [0.1042, 0.2388, 0.0239], [0.0733, 0.1966, 0.0211], [0.0638, 0.0240, -0.0771], [0.0539, 0.1132, 0.0298], [-0.0464, 0.0070, 0.1008], [0.0557, -0.0926, -0.1204], [0.1447, -0.2300, -0.1686], [-0.0368, -0.0664, 0.0531], [0.0476, -0.0742, -0.0394], [0.1045, 0.0468, -0.0710]], "lowdin_charge": [-0.05, -0.29, 0.01, -0.21, -0.25, 0.86, -0.36, -0.36, -0.31, 0.01, -0.16, -0.40, 0.08, 0.04, -0.15, -0.22, -0.05, -0.08, 0.09, 0.07, 0.10, 0.13, 0.17, 0.17, 0.09, 0.08, 0.15, 0.08, 0.09, 0.11, 0.16, 0.15, 0.10, 0.10, 0.06, -0.10, -0.27, -0.19, -0.25, -0.10, -0.25, -0.09, 0.05, 0.07, 0.06, 0.12, 0.10, 0.11, 0.11, 0.06, 0.08, 0.05, 0.09, 0.11, 0.07, 0.07, 0.05, -0.09, -0.27, -0.19, -0.25, -0.10, -0.25, -0.09, 0.08, 0.07, 0.06, 0.12, 0.10, 0.11, 0.11, 0.05, 0.06, 0.07, 0.10, 0.11, 0.07, 0.07, 0.05]}

[2]
{"formula": "C19H47Br2N3O", "method": "wB97M-V/def2-TZVPD", "total_charge": 0, "energy_ha": -6139.4441, "fmax_ha_per_bohr": 0.0601, "molar_mass_g_mol": 493.413, "elements": ["N", "H", "H", "H", "H", "C", "C", "C", "O", "H", "H", "H", "H", "H", "H", "H", "C", "C", "C", "N", "C", "C", "C", "C", "C", "H", "H", "H", "H", "H", "H", "H", "H", "H", "H", "H", "H", "H", "H", "H", "H", "H", "H", "C", "C", "C", "N", "C", "C", "C", "C", "C", "H", "H", "H", "H", "H", "H", "H", "H", "H", "H", "H", "H", "H", "H", "H", "H", "H", "H", "Br", "Br"], "xyz": [[23.56782, 23.79443, -0.31230], [22.89786, 24.46513, 0.03616], [24.49953, 23.88055, 0.06794], [23.54187, 23.69045, -1.31660], [23.16527, 22.97066, 0.11131], [19.69473, 25.46630, 1.96657], [21.09373, 24.88119, 1.87246], [20.99245, 23.43918, 1.50488], [22.03183, 25.59974, 1.09536], [19.56747, 26.42220, 2.47467], [19.08035, 24.74005, 2.49870], [19.38973, 25.45739, 0.92015], [21.33831, 24.83461, 2.93363], [20.24395, 23.00404, 2.16709], [21.95527, 22.95897, 1.67944], [20.71989, 23.15951, 0.48724], [23.90862, 30.37591, -1.73839], [23.21486, 29.45944, -2.81675], [22.47459, 28.25004, -2.06996], [21.55900, 27.51924, -3.06529], [22.14008, 27.26886, -4.44711], [21.03004, 26.12705, -2.39831], [19.70371, 26.44952, -1.73133], [19.02352, 27.49551, -2.58339], [20.22289, 28.29705, -3.32410], [24.54081, 31.19465, -2.08203], [24.67444, 29.91069, -1.11775], [23.18074, 30.73435, -1.01051], [23.92801, 29.22241, -3.60626], [22.44615, 30.09705, -3.25338], [21.83401, 28.61198, -1.26574], [23.20991, 27.51857, -1.73476], [22.43358, 28.24009, -4.84548], [21.46589, 26.81551, -5.17377], [22.96199, 26.55297, -4.45399], [21.02418, 25.39459, -3.20551], [21.67801, 25.86175, -1.56293], [18.98747, 25.72402, -1.34567], [19.71365, 27.02470, -0.80550], [18.41143, 26.98861, -3.32939], [18.37524, 28.24420, -2.12809], [20.02730, 28.42794, -4.38839], [20.25050, 29.27146, -2.83640], [29.89837, 27.12853, -2.35631], [28.99699, 27.80151, -1.29024], [28.78811, 26.61360, -0.32694], [27.92635, 26.96564, 0.93581], [28.75331, 27.84581, 1.85699], [27.74782, 25.59539, 1.69014], [26.26913, 25.71425, 2.20185], [25.53583, 26.44381, 1.08962], [26.55200, 27.47924, 0.49809], [30.78515, 26.84144, -1.79122], [30.00104, 27.92275, -3.09574], [29.53306, 26.17396, -2.73508], [28.10768, 28.33850, -1.62019], [29.57232, 28.60489, -0.83016], [29.70950, 26.20292, 0.08596], [28.40512, 25.81989, -0.96838], [28.21304, 27.87835, 2.80310], [28.57604, 28.79825, 1.35746], [29.79049, 27.52318, 1.76595], [28.55735, 25.46882, 2.40900], [27.88581, 24.81907, 0.93755], [26.28738, 26.25185, 3.14988], [25.85235, 24.71933, 2.35845], [24.66749, 26.94831, 1.51338], [25.21169, 25.66045, 0.40450], [26.40347, 28.47258, 0.92155], [26.51483, 27.80312, -0.54202], [21.90161, 21.82873, -2.43550], [26.08136, 21.91615, 0.81565]], "forces_ev_per_angstrom": [[0.0874, -0.8261, -0.1092], [-0.9700, 2.3196, 0.9852], [0.5000, -0.3033, 0.1529], [-0.1247, -0.6001, -0.4588], [0.2369, -1.0785, -0.3901], [-0.2664, -0.4827, -0.8919], [0.9538, 1.3214, 0.0751], [-0.0603, -1.0783, -0.0288], [-0.6346, -0.4981, -0.0438], [0.3604, 0.1756, -0.3342], [-0.2395, 0.0499, 0.0329], [-0.7288, 0.5496, -0.0286], [0.9978, 0.1514, 0.5813], [0.1506, -0.4989, 0.0266], [-0.0189, -0.2208, 0.3230], [-0.1989, 0.4611, -0.3286], [0.2752, -0.6007, 0.2706], [-0.2435, 0.6738, 2.1352], [0.8914, 0.6940, -2.5669], [-2.3123, -1.1819, -0.2129], [0.6053, 0.0224, 0.2468], [0.1505, 0.7907, 0.7693], [-1.2594, 2.2122, 0.8700], [0.6879, 0.3083, -2.8236], [-1.0748, -0.7147, 1.6171], [-0.7449, 0.3199, -0.7652], [-0.1820, -1.0006, 0.0274], [-0.0876, 0.2497, -0.2165], [-0.1328, -0.5474, 0.2314], [-0.0831, -0.0791, -0.2487], [0.2077, -0.1827, 0.0192], [-0.2263, 0.0492, 0.2400], [0.1492, -0.2423, 0.0080], [-0.7333, 0.1570, 0.6463], [0.3027, 0.3173, 0.6013], [-0.1439, -0.0287, 0.2192], [0.5896, -0.1695, -0.3438], [0.5175, -0.9793, -0.9923], [1.7799, -0.2974, 0.5714], [0.0104, 0.2121, -0.3758], [0.1631, -0.3038, 0.4882], [0.3455, -0.1506, 0.1579], [0.5232, 0.0017, -0.1924], [-0.6230, 1.1297, 0.5979], [1.0473, -1.1415, 0.9361], [-0.8134, 1.6492, 0.5429], [1.3936, -2.4861, -1.1910], [-2.0212, 0.6907, -2.1142], [-1.5770, 0.6274, -0.7387], [1.7804, -0.3912, 0.0435], [0.3158, 0.4098, -0.0424], [-0.3012, -0.0098, 1.4290], [0.5209, 0.4660, -0.5990], [0.8160, -0.7162, -0.4652], [-0.4598, 0.3697, -0.3720], [-0.2331, -0.7510, -0.3796], [0.2876, -0.0729, 0.1749], [0.1863, 0.3478, -0.1134], [-0.9490, -0.1732, 0.7752], [0.6983, -0.2452, 0.1961], [0.7921, 0.4991, 0.5017], [-0.2425, 0.0921, 0.6876], [-0.2689, 0.3252, 0.1753], [-0.4724, -0.1594, 0.0876], [-0.2264, 0.1129, 0.0244], [0.0535, -0.0363, 0.0584], [-0.2002, -0.1258, -0.3994], [0.0333, 0.5986, -0.3643], [0.0767, -0.1255, 0.8842], [0.1787, -1.2347, -0.2786], [0.0322, 0.6139, -0.0511], [0.1553, 0.7654, 0.0499]], "lowdin_charge": [0.21, 0.02, -0.04, 0.01, 0.04, -0.09, -0.65, -0.10, -0.35, 0.07, 0.06, 0.04, 0.11, 0.07, 0.07, 0.06, -0.10, -0.19, -0.07, -0.21, -0.01, -0.02, -0.18, -0.14, -0.06, 0.07, 0.05, 0.08, 0.10, 0.10, 0.14, 0.13, 0.09, 0.11, 0.11, 0.12, 0.10, 0.13, 0.11, 0.11, 0.11, 0.12, 0.11, -0.08, -0.23, -0.13, -0.25, 0.03, -0.07, -0.14, -0.13, -0.07, 0.08, 0.08, 0.08, 0.10, 0.10, 0.13, 0.13, 0.11, 0.09, 0.11, 0.13, 0.09, 0.11, 0.09, 0.12, 0.09, 0.12, 0.10, -0.64, -0.56]}

Number 1 is which compound? C19H47B2FN4O5S